ORCA calculation (ωB97M-V/def2-TZVPD) on C22H29BiCl3N2O4 as an isolated structure.

The calculation puts the molecular weight at 700.82 g/mol. The calculation puts the highest occupied orbital energy at -1.172 eV. Its total energy is -77861.987 eV. As for the lowest unoccupied orbital energy: 2.694 eV.

Geometry as ORCA input:
```
! RIJCOSX wB97M-V def2-TZVPD def2/J DEFGRID3
* xyz -1 1
Bi 0.019 0.480 0.240
Cl 3.688 3.725 -0.484
Cl 4.839 2.265 1.836
Cl -2.252 -0.794 0.047
O -1.380 1.959 -3.804
O 2.124 -2.204 3.062
O 2.302 1.101 1.065
O 1.094 2.999 1.375
N -0.738 1.779 -1.675
N 0.475 -1.090 2.053
C 0.883 -0.882 -1.163
C 1.168 -2.116 -0.473
C 2.204 -2.132 0.620
C 2.172 2.361 1.234
C 1.310 -1.655 4.165
C -0.570 -2.046 -2.710
C 0.199 -0.925 -2.430
C -0.619 1.349 -2.910
C 0.396 -3.224 -0.791
C 1.572 -1.800 1.934
C -0.982 4.142 -1.115
C -1.548 -2.025 -3.852
C -1.697 2.904 -1.638
C 0.433 -4.454 0.073
C -2.896 2.574 -0.767
C 3.474 3.197 1.203
C -0.086 0.446 3.883
C 0.105 -1.006 3.479
C -2.104 3.032 -3.106
C -0.479 -3.165 -1.879
C -1.171 -1.793 3.713
C 0.295 0.256 -3.347
H -2.050 -2.994 -3.918
H -2.317 -1.256 -3.695
H -0.509 3.953 -0.142
H -2.608 2.461 0.284
H -1.706 4.960 -1.024
H 3.329 4.079 1.828
H 0.814 1.027 3.652
H 1.452 -4.816 0.244
H -3.363 1.642 -1.105
H -0.204 4.433 -1.831
H -3.618 3.396 -0.850
H 2.977 -1.373 0.440
H -1.108 -4.026 -2.091
H -0.268 0.486 4.964
H -1.460 -1.690 4.765
H -3.172 2.862 -3.285
H -0.993 -2.854 3.495
H 1.935 -0.928 4.699
H 2.688 -3.109 0.714
H -1.974 -1.423 3.066
H -0.143 -5.250 -0.408
H 1.313 0.675 -3.308
H -1.061 -1.823 -4.813
H 0.062 0.005 -4.384
H -0.025 -4.265 1.054
H 1.056 -2.493 4.825
H 1.469 0.197 -0.823
H -1.797 3.983 -3.560
H -0.948 0.887 3.367
*
```

---

ORCA calculation (ωB97M-V/def2-TZVPD) on C22H29BrCuF5N4O2STe as an isolated structure.

The calculation puts the molecular weight at 779.61 g/mol. The calculation puts the highest occupied orbital energy (spin up / spin down) at -4.851 / -4.863 eV. Its expectation value of S² is 0.7527. Its total energy is -179742.403 eV. As for the lowest unoccupied orbital energy (spin up / spin down): 2.051 / 2.082 eV.

Geometry as ORCA input:
```
! RIJCOSX wB97M-V def2-TZVPD def2/J DEFGRID3
* xyz -1 2
Te -2.334 2.274 1.711
Br -2.151 -0.452 -1.799
Cu -0.021 0.414 0.256
S 1.522 1.008 2.517
F -4.032 1.682 2.254
F -3.038 4.012 1.761
F -3.124 2.290 0.012
F -0.728 3.226 1.630
F -2.111 2.447 3.573
O -1.580 0.659 1.544
O -0.593 1.976 -0.670
N 0.663 -1.259 1.086
N 0.450 -1.480 2.389
N 1.179 -0.363 -1.294
N 0.201 -0.383 4.368
C -1.565 1.580 -6.988
C -2.139 2.693 -6.101
C 0.661 -0.357 3.085
C -1.672 2.496 -4.659
C 1.467 0.149 -2.483
C 1.493 3.822 -1.101
C 2.190 -1.960 -3.310
C -1.692 4.038 -6.674
C 1.391 -1.677 -1.072
C -3.673 2.639 -6.155
C -0.592 5.207 -1.088
C 1.483 -3.543 0.729
C -0.475 3.272 -2.656
C -0.882 2.118 -1.936
C -1.629 1.168 -2.661
C 0.992 5.311 -3.002
C 1.118 -2.162 0.292
C -0.902 3.430 -3.972
C -2.016 1.338 -3.973
C 1.982 -0.610 -3.523
C 0.349 4.373 -1.970
C 1.897 -2.502 -2.069
H -2.599 0.558 -4.446
H 1.638 6.020 -2.482
H -1.878 0.595 -6.640
H -4.049 1.675 -5.809
H 2.196 -0.142 -4.474
H 1.127 3.331 -0.206
H -0.033 6.002 -0.586
H 2.577 -2.590 -4.101
H -1.057 4.591 -0.321
H -0.615 4.331 -4.490
H 2.114 3.116 -1.661
H 2.048 -3.554 -1.872
H 2.139 4.651 -0.800
H -2.083 4.872 -6.089
H 2.496 -3.803 0.417
H 0.150 0.526 4.797
H -1.902 1.699 -8.021
H 1.602 4.761 -3.724
H -4.104 3.412 -5.517
H -0.473 1.609 -6.976
H 1.416 -3.590 1.813
H -2.065 4.140 -7.696
H 0.797 -4.280 0.304
H -1.379 5.664 -1.694
H -4.027 2.794 -7.178
H 1.268 1.204 -2.614
H -0.595 -0.984 4.518
H 0.249 5.895 -3.550
H -0.604 4.121 -6.703
*
```

---

ORCA calculation (ωB97M-V/def2-TZVPD) on C22H29BrN8O2PSV as an isolated structure.

The calculation puts the molecular weight at 631.42 g/mol. The calculation puts the highest occupied orbital energy (spin up / spin down) at -17.361 / -17.361 eV. Its expectation value of S² is 2.0198. Its total energy is -155122.173 eV. As for the lowest unoccupied orbital energy (spin up / spin down): -11.668 / -11.705 eV.

Geometry as ORCA input:
```
! RIJCOSX wB97M-V def2-TZVPD def2/J DEFGRID3
* xyz 4 3
Br -3.149 6.538 2.332
V -0.629 -0.025 -0.487
S -2.549 -1.073 -1.490
P 2.442 -2.462 -0.239
O 2.774 -3.024 -1.597
O 1.293 -1.521 -0.028
N 5.122 -2.067 -0.690
N 0.242 0.832 1.039
N -4.719 -1.964 -0.261
N -3.060 -1.163 1.103
N 2.307 -5.199 -0.125
N -1.849 -0.530 1.204
N -0.050 -0.030 -2.424
N -1.273 1.854 -1.049
C 1.730 1.755 3.159
C -0.178 0.608 2.303
C -1.706 5.321 0.231
C 0.588 -1.009 -3.095
C 2.153 1.984 1.861
C -1.699 2.961 -0.235
C 0.675 -1.016 -4.476
C -0.570 1.028 -4.513
C -1.274 4.250 -0.533
C 2.195 -3.997 0.786
C 0.545 1.052 3.383
C -1.456 -0.137 2.368
C -0.623 0.978 -3.142
C 1.373 1.508 0.822
C 0.084 0.005 -5.198
C -3.530 -1.432 -0.135
C 4.026 -1.635 0.257
C -2.552 2.748 0.842
C -2.993 3.814 1.605
C -1.259 2.008 -2.323
C -2.235 -0.328 3.620
C -2.565 5.102 1.301
H -1.037 1.851 -5.041
H -1.373 6.324 0.000
H 1.035 -1.795 -2.509
H -2.367 -1.390 3.851
H -1.694 2.888 -2.790
H -3.227 0.125 3.513
H -2.940 1.753 1.031
H 1.200 -1.820 -4.973
H 4.661 -2.499 -1.507
H 1.195 -3.964 1.212
H 3.057 2.542 1.656
H -3.683 3.661 2.424
H 5.760 -2.750 -0.277
H 2.905 -4.090 1.605
H 0.128 0.013 -6.281
H -5.330 -2.167 0.519
H 1.645 1.682 -0.214
H 2.309 2.127 3.996
H 2.466 -4.840 -1.080
H -5.078 -2.171 -1.183
H -3.576 -1.398 1.940
H 1.466 -5.777 -0.122
H 3.085 -5.813 0.123
H 3.868 -0.567 0.125
H 5.698 -1.285 -1.009
H 4.325 -1.809 1.288
H -0.570 4.426 -1.342
H 0.203 0.871 4.393
H -1.760 0.139 4.476
*
```

---

ORCA calculation (ωB97M-V/def2-TZVPD) on C22H29F7MoN6S3SbSi as an isolated structure.

The calculation puts the molecular weight at 852.49 g/mol. The calculation puts the highest occupied orbital energy (spin up / spin down) at -7.230 / -7.340 eV. Its expectation value of S² is 3.8199. Its total energy is -100024.862 eV. As for the lowest unoccupied orbital energy (spin up / spin down): -1.008 / -4.367 eV.

Geometry as ORCA input:
```
! RIJCOSX wB97M-V def2-TZVPD def2/J DEFGRID3
* xyz 0 4
Sb 4.109 -2.968 0.813
Mo -0.218 0.097 -0.353
S -1.366 2.515 -0.137
S 1.646 1.841 -0.555
S -4.325 2.683 -0.781
Si -1.491 0.287 2.571
F 2.487 -3.902 1.499
F 0.549 -2.783 -0.586
F -1.852 -2.213 -1.111
F 4.692 -1.053 -0.548
F 3.375 -3.414 -0.946
F 4.969 -4.844 0.756
F 2.941 -1.164 2.095
N -1.754 -0.293 0.917
N 0.784 -0.608 -2.035
N -1.537 0.295 -1.879
N 4.259 2.413 -0.624
N 3.809 0.988 0.951
N -2.719 0.900 -1.741
C -5.206 -1.587 1.145
C 2.644 -1.562 -3.187
C -3.825 4.405 -0.459
C -2.615 1.751 3.106
C 0.042 -0.750 -3.168
C 5.413 2.205 0.084
C -4.091 -0.811 1.369
C 2.053 -1.024 -2.069
C -1.259 -0.233 -3.055
C 4.102 3.296 -1.742
C -4.025 -2.834 -0.511
C -2.765 1.917 -0.948
C -1.721 -1.218 3.724
C 0.310 0.928 2.640
C 5.127 1.307 1.058
C 0.449 -1.875 0.433
C 3.290 1.647 -0.085
C 0.581 -1.297 -4.344
C -2.887 -1.004 0.666
C -2.937 -2.015 -0.314
C -5.176 -2.629 0.232
C 1.891 -1.710 -4.353
H 0.520 1.236 3.659
H -0.855 -1.871 3.699
H -1.976 -0.194 -3.861
H 5.042 3.355 -2.284
H 2.621 -0.939 -1.154
H -3.201 4.450 0.426
H 3.391 0.184 1.458
H 5.747 0.865 1.806
H -0.192 -2.352 1.188
H -4.132 -0.009 2.085
H -6.114 -1.376 1.689
H -4.742 4.965 -0.322
H -1.867 -0.914 4.754
H -2.582 -1.810 3.428
H -3.444 1.429 3.728
H -6.034 -3.265 0.089
H -0.054 -1.388 -5.211
H 1.038 0.155 2.392
H 2.329 -2.143 -5.238
H -3.285 4.779 -1.323
H -3.029 2.288 2.259
H 3.669 -1.883 -3.124
H 3.323 2.914 -2.400
H 1.460 -1.785 0.845
H -3.961 -3.622 -1.246
H 6.330 2.695 -0.167
H -2.033 2.457 3.689
H 3.815 4.293 -1.406
H 0.463 1.807 2.015
*
```

---

ORCA calculation (ωB97M-V/def2-TZVPD) on one molecule with the formula C22H29N3O3S.

The calculation puts the molecular weight at 415.56 g/mol. As for the SMILES: C[C@H](NS(=O)(=O)c1ccc(CCC(=O)N2CCN(C)CC2)cc1)c1ccccc1. The calculation puts the highest occupied orbital energy at -8.640 eV. Its total energy is -44733.217 eV. As for the lowest unoccupied orbital energy: 0.497 eV.

Geometry as ORCA input:
```
! RIJCOSX wB97M-V def2-TZVPD def2/J DEFGRID3
* xyz 0 1
S -1.150 -2.856 -0.519
O -1.485 -4.048 0.214
O -1.387 -2.827 -1.930
O 5.004 0.803 -1.134
N 3.238 1.586 0.000
N -1.933 -1.526 0.158
N 0.488 2.116 -0.475
C -4.659 2.677 0.612
C 4.346 0.819 -0.107
C -4.284 -2.296 0.011
C 2.807 2.358 -1.150
C -0.879 1.827 -0.851
C 2.314 1.727 1.099
C -4.223 0.980 -1.027
C 0.903 1.320 0.663
C 0.553 -2.448 -0.180
C -3.248 -1.250 -0.412
C -3.718 0.137 -0.046
C -4.160 1.843 1.597
C 4.774 -0.051 1.064
C 3.205 -1.864 0.356
C 1.368 -1.996 -1.199
C 2.695 -1.707 -0.930
C 2.362 -2.311 1.369
C 1.038 -2.611 1.103
C -3.698 0.580 1.271
C -4.692 2.241 -0.702
C 4.637 -1.527 0.649
C 1.411 1.915 -1.578
H -3.921 -3.289 -0.242
H 2.752 -2.441 2.369
H 5.018 -2.161 1.451
H 5.244 -1.683 -0.244
H -1.034 0.769 -1.112
H 3.346 -1.360 -1.718
H -5.226 -2.117 -0.502
H 0.207 1.505 1.484
H -4.457 -2.246 1.085
H -3.316 -0.063 2.051
H -1.150 2.446 -1.704
H 0.382 -2.992 1.870
H 0.887 0.240 0.432
H 5.829 0.162 1.249
H 0.950 -1.896 -2.189
H -4.247 0.645 -2.053
H -1.536 2.076 -0.020
H -5.022 3.661 0.867
H 2.610 1.127 1.956
H 2.783 3.418 -0.878
H -1.980 -1.659 1.158
H 2.296 2.783 1.397
H -3.097 -1.313 -1.493
H -4.135 2.175 2.625
H 1.441 0.858 -1.895
H 1.082 2.524 -2.422
H -5.082 2.885 -1.475
H 3.530 2.200 -1.951
H 4.217 0.137 1.978
*
```

---

ORCA calculation (ωB97M-V/def2-TZVPD) on C22H29N3O4 as an isolated structure.

The calculation puts the molecular weight at 399.49 g/mol. The calculation puts the highest occupied orbital energy at -7.933 eV. Its total energy is -35924.881 eV. As for the lowest unoccupied orbital energy: 0.349 eV.

Geometry as ORCA input:
```
! RIJCOSX wB97M-V def2-TZVPD def2/J DEFGRID3
* xyz 0 1
O 2.552 -2.700 0.015
O -1.926 0.111 -2.516
O 3.600 -0.043 0.593
O 2.047 2.202 0.205
N -4.013 -0.676 0.549
N -2.477 -1.828 -1.009
N -2.350 0.160 1.723
C 1.378 3.565 -1.572
C -1.599 1.478 2.188
C -1.594 -0.967 -1.578
C 4.374 1.048 -0.115
C -3.579 -2.117 1.048
C -0.314 -0.721 -0.905
C -2.971 2.795 1.150
C -3.351 0.282 0.846
C 3.137 -2.509 2.430
C -2.131 -2.448 0.184
C -4.659 -0.893 -0.916
C -3.720 -1.873 -1.557
C 1.842 -1.480 -0.319
C 2.243 -0.174 -0.010
C 0.185 0.481 -0.818
C 1.472 0.851 -0.155
C 3.743 -2.664 0.816
C 0.496 -1.829 -0.553
C -3.709 1.738 0.445
C -1.888 2.582 1.597
C 1.342 3.265 -0.169
C 4.514 0.491 -1.679
H 4.978 -0.822 -1.724
H 2.355 3.584 -1.994
H 3.854 -2.702 3.156
H 1.724 3.991 0.515
H 2.833 -1.523 2.369
H 0.383 -2.688 -0.980
H 4.462 -1.922 0.408
H -4.643 1.971 -0.140
H -1.258 -2.155 0.723
H -2.142 -3.583 0.148
H -1.479 3.475 2.393
H 3.914 -3.752 0.916
H 0.921 2.866 -2.039
H 2.307 -3.081 2.583
H -4.302 -2.623 0.826
H 5.348 1.006 -2.194
H 0.251 3.141 0.239
H -0.930 1.006 2.864
H -5.619 -1.212 -0.740
H -3.150 3.696 0.721
H -3.717 -1.482 -2.725
H 5.413 0.625 0.466
H -4.102 -2.752 -1.606
H -4.800 0.165 -1.238
H 0.750 4.508 -1.839
H -3.366 -1.798 1.998
H 4.006 1.851 0.019
H -0.338 1.528 -0.960
H 3.700 0.555 -2.084
*
```

---

ORCA calculation (ωB97M-V/def2-TZVPD) on one molecule with the formula C22H29N3O4S.

The calculation puts the molecular weight at 431.56 g/mol. As for the SMILES: COc1ccc(N2CCN(C(=O)CN(CCc3ccccc3)S(C)(=O)=O)CC2)cc1. The calculation puts the highest occupied orbital energy at -7.212 eV. Its total energy is -46779.663 eV. As for the lowest unoccupied orbital energy: 0.657 eV.

Geometry as ORCA input:
```
! RIJCOSX wB97M-V def2-TZVPD def2/J DEFGRID3
* xyz 0 1
S 0.198 -2.777 1.677
O -0.027 4.583 -6.113
O -0.187 -1.958 0.558
O -0.844 -3.423 2.422
O 2.845 -1.697 0.525
N 1.139 -1.862 2.705
N -0.140 0.643 -2.160
N 1.816 0.180 -0.137
C -0.204 3.018 -2.771
C -1.294 -0.784 4.074
C -1.608 0.310 3.279
C -0.162 5.948 -5.813
C 0.054 1.360 -4.461
C -3.440 -1.735 3.540
C 0.920 -1.992 4.126
C -3.727 -0.657 2.720
C 0.898 1.294 -0.029
C -0.056 3.687 -5.078
C 1.309 -4.083 1.120
C 0.069 2.342 -5.424
C 1.597 -0.582 2.211
C -0.404 0.939 -0.771
C -2.234 -1.797 4.212
C 0.786 -0.468 -2.246
C -0.071 1.669 -3.099
C 2.109 -0.756 0.786
C -2.812 0.372 2.600
C 0.041 -0.893 4.757
C 2.102 -0.123 -1.529
C -0.202 4.010 -3.738
H -4.155 -2.537 3.649
H -3.033 1.226 1.976
H -0.913 1.138 3.201
H 0.331 -1.324 -1.739
H 0.652 6.303 -5.171
H -0.099 -1.158 5.808
H 0.777 -4.665 0.379
H -0.311 5.036 -3.420
H 0.435 -2.959 4.255
H 2.566 0.753 -1.996
H 2.192 -3.618 0.703
H -0.117 6.467 -6.769
H 1.544 -4.687 1.986
H -4.663 -0.616 2.183
H 1.894 -2.008 4.629
H 2.440 -0.262 2.834
H -1.138 1.739 -0.687
H 1.377 2.155 -0.513
H -0.813 0.033 -0.313
H 0.166 2.088 -6.467
H -2.016 -2.645 4.843
H 0.797 0.156 2.268
H 0.565 0.065 4.719
H -1.122 6.162 -5.332
H 0.991 -0.727 -3.282
H 0.696 1.556 1.006
H 0.120 0.331 -4.777
H -0.314 3.330 -1.744
H 2.793 -0.965 -1.558
*
```

---

ORCA calculation (ωB97M-V/def2-TZVPD) on one molecule with the formula C22H29N3O4S.

The calculation puts the molecular weight at 431.56 g/mol. As for the SMILES: CCOC(=O)C1CCN(C(=O)C2CCN(c3nc4ccc(OC)cc4s3)CC2)CC1. The calculation puts the highest occupied orbital energy at -7.173 eV. Its total energy is -46781.728 eV. As for the lowest unoccupied orbital energy: 0.557 eV.

Geometry as ORCA input:
```
! RIJCOSX wB97M-V def2-TZVPD def2/J DEFGRID3
* xyz 0 1
S 0.834 0.692 1.678
O -3.274 -0.413 0.362
O -2.927 3.647 -0.438
O -3.741 -2.605 0.334
O 2.683 -0.406 -1.926
N 2.314 1.985 -0.038
N 3.498 0.367 1.158
N 1.045 -1.786 -1.286
C 0.086 1.908 0.680
C -1.641 3.227 -0.270
C 2.311 -1.305 -1.197
C -0.768 -2.608 0.123
C -1.158 -0.734 -1.481
C -0.690 3.823 -1.110
C -3.009 -1.535 0.018
C 0.122 -1.142 -2.203
C 0.638 3.464 -1.067
C 0.482 -2.970 -0.685
C 1.050 2.483 -0.171
C 4.537 0.214 0.154
C -1.249 2.266 0.652
C -1.797 -1.941 -0.800
C -4.912 -2.387 1.126
C 3.279 -1.965 -0.204
C -6.096 -1.970 0.266
C 2.806 -1.970 1.265
C 3.400 -0.777 2.029
C 2.385 1.050 0.830
C -3.931 3.017 0.323
C 4.637 -1.253 -0.302
H -1.852 -0.288 -2.194
H 1.363 3.916 -1.723
H -4.695 -1.616 1.873
H -5.890 -1.015 -0.212
H 4.276 0.858 -0.685
H -0.113 -1.836 -3.020
H 1.722 -1.896 1.319
H -6.285 -2.716 -0.502
H -1.035 4.571 -1.806
H 0.192 -3.659 -1.492
H -5.101 -3.342 1.621
H -1.191 -3.506 0.575
H 4.409 -1.000 2.385
H 5.491 0.542 0.581
H -4.874 3.427 -0.037
H 1.212 -3.478 -0.058
H 4.983 -1.274 -1.335
H -1.949 1.778 1.309
H 0.624 -0.266 -2.616
H 3.410 -2.999 -0.545
H -3.921 1.933 0.183
H -6.980 -1.868 0.888
H -0.502 -1.908 0.919
H 2.779 -0.531 2.893
H -0.931 0.020 -0.727
H 3.108 -2.898 1.755
H 5.358 -1.798 0.312
H -3.824 3.245 1.389
H -2.128 -2.674 -1.544
*
```